[1]
Density functional theory data (ωB97M-V/def2-TZVPD) for C20H26F15NiO11 as an isolated structure at a distorted geometry.

```
73
Properties=species:S:1:pos:R:3:mulliken_charge:R:1
Ni 0.24225 -1.88086 -2.35255 0.809
O 0.08090 -0.97366 -0.82157 -0.355
H 0.32820 -0.49638 -0.03145 0.025
C 1.28849 2.45834 1.44895 -1.076
C 2.49812 1.57210 1.31439 -0.152
O 3.08313 1.23305 2.57997 -0.297
C 4.00404 2.08038 3.04302 0.314
O 4.47793 2.98616 2.43552 -0.515
C 4.41293 1.74847 4.49212 0.862
F 5.74821 1.77805 4.55997 -0.255
F 3.91310 2.63599 5.33787 -0.258
F 4.00511 0.53082 4.85894 -0.197
H 0.84370 2.56334 0.45220 0.265
H 1.58490 3.47873 1.69457 0.438
H 0.53789 2.08504 2.14124 0.265
H 3.25502 2.07775 0.71250 0.442
H 2.29900 0.62400 0.81414 0.141
C 2.47474 -1.19205 -6.85121 -1.302
C 1.81565 -0.24344 -5.88678 -0.112
O 2.78888 0.23175 -4.91900 -0.208
C 2.73462 -0.11801 -3.68621 0.345
O 1.87286 -0.76709 -3.12900 -0.353
C 3.94677 0.38234 -2.86421 0.840
F 4.60810 1.32186 -3.52339 -0.219
F 3.54712 0.86097 -1.68565 -0.185
F 4.74306 -0.66843 -2.63699 -0.234
H 1.70008 -1.64088 -7.47848 0.384
H 2.94135 -2.04080 -6.35208 0.338
H 3.17213 -0.67040 -7.50045 0.354
H 0.98375 -0.73218 -5.38257 0.139
H 1.43089 0.64629 -6.37742 0.359
C 0.74603 -1.80634 2.74300 -0.202
C 1.98234 -1.55729 3.55019 -0.273
O 2.09520 -2.49077 4.63509 -0.359
C 1.38932 -2.19496 5.71594 0.406
O 0.79407 -1.17930 5.90490 -0.506
C 1.45506 -3.31413 6.76799 0.787
F 2.10364 -2.85947 7.83732 -0.243
F 0.21803 -3.66253 7.13368 -0.247
F 2.07846 -4.40207 6.31304 -0.248
H 0.61847 -2.83991 2.42273 0.384
H 0.73514 -1.16524 1.86242 -0.427
H -0.14208 -1.54306 3.32067 0.305
H 2.07688 -0.53878 3.90453 0.319
H 2.91541 -1.68214 2.99412 0.378
C -0.90297 1.67369 -4.10931 -1.131
C -1.43746 1.47248 -2.71768 0.230
O -2.67002 0.71866 -2.74786 -0.224
C -2.63320 -0.55397 -2.84026 0.490
O -1.65677 -1.26788 -2.93328 -0.424
C -4.04198 -1.18027 -2.77279 0.888
F -4.05552 -2.06274 -1.77480 -0.222
F -4.98756 -0.27503 -2.59208 -0.217
F -4.27439 -1.82392 -3.91618 -0.257
H -0.54399 0.75611 -4.57305 0.054
H -0.00928 2.30851 -4.07318 0.436
H -1.61659 2.18159 -4.75390 0.385
H -1.68355 2.42305 -2.24934 0.410
H -0.72455 1.01408 -2.02971 -0.126
C -7.00912 0.06882 0.64390 -0.998
C -6.02264 1.22477 0.62589 -0.384
O -4.65526 0.72649 0.52425 -0.215
C -4.00561 0.54280 1.65303 -0.036
O -4.40782 0.70411 2.75933 -0.510
C -2.59118 0.00738 1.35684 1.201
F -2.63725 -1.31835 1.15358 -0.262
F -2.05824 0.58393 0.25915 -0.178
F -1.77880 0.25730 2.37299 -0.244
H -6.71554 -0.61989 1.43281 0.321
H -7.08652 -0.40092 -0.33160 0.248
H -7.98611 0.49068 0.88738 0.386
H -6.10847 1.86883 1.49749 0.405
H -6.12849 1.84441 -0.26370 0.300
```

Computed properties:
Expectation value of S² ... 2.006
M ... 786.08 g mol⁻¹
Frontier orbital gap (alpha / beta) ... 8.01 / 7.35 eV
Energy above the lowest of the compared OMol25 structures with the same formula, charge and spin ... 16.95 kcal per mole
Highest occupied orbital energy (alpha / beta) ... -12.701 / -12.701 eV
LUMO level (alpha / beta) ... -4.69 / -5.35 eV
Strongest force on any atom ... 2.06 eV/Å
2S+1 ... 3
Charge ... +1

***

[2]
Density functional theory data (ωB97M-V/def2-TZVPD) for C25H35F5O6P2PdS as an isolated structure.

```
75
Properties=species:S:1:pos:R:3:mulliken_charge:R:1
Pd 0.85094 -1.45050 0.90050 0.287
F 0.29452 3.07160 6.32288 -0.333
C 0.20262 1.97301 5.56841 0.717
C 1.26902 1.56562 4.78993 0.010
F 2.39789 2.28008 4.79679 -0.348
C 1.17390 0.42537 4.01115 -0.325
F 2.24720 0.09853 3.30954 -0.279
C 0.01308 -0.34521 3.95752 0.885
S -0.22862 -1.77071 2.95658 -0.462
C -1.03377 0.09082 4.77119 -0.081
F -2.18479 -0.59699 4.80828 -0.444
C -0.95858 1.22131 5.56211 0.381
F -1.99915 1.59569 6.31343 -0.324
C -0.31110 -1.81800 -5.56940 -1.533
C 0.04231 -0.70902 -4.60118 0.954
C 0.80861 0.42277 -5.24982 -1.427
O 0.88690 -1.28742 -3.56826 -0.374
P 0.49253 -1.26560 -2.03530 0.176
O 1.39191 -2.12884 -1.23112 -0.985
C 0.58403 0.48570 -1.62827 -0.257
P -0.03144 1.19877 -0.08542 -0.631
O 0.91198 1.17878 1.03124 -0.370
O -1.39214 0.44540 0.14696 0.474
C -2.71913 1.02878 0.28228 0.777
C -2.95558 1.34064 1.74268 -1.289
C -3.69288 0.02280 -0.28379 -1.188
O -0.42589 2.66577 -0.55762 -0.197
C -0.16359 3.81534 0.30996 1.078
C 1.23792 4.31605 0.04433 -1.521
C -1.24229 4.83012 0.00533 -1.455
O -1.03799 -1.64649 -1.94507 0.224
C -1.45252 -3.05089 -1.82024 0.627
C -2.76597 -3.16129 -2.56563 -1.449
C -1.57201 -3.43303 -0.36572 -0.969
H -0.97435 -1.44024 -6.34849 0.380
H -0.81342 -2.63583 -5.05438 0.302
H 0.59010 -2.21027 -6.04103 0.353
H -0.87353 -0.33786 -4.13060 0.296
H 1.73466 0.04629 -5.68465 0.340
H 1.06136 1.20530 -4.53468 0.308
H 0.20953 0.86873 -6.04469 0.386
H 0.08711 1.02806 -2.43813 0.230
H 1.65217 0.72307 -1.67501 0.505
H -2.72549 1.94341 -0.31648 0.239
H -2.88230 0.42900 2.33329 0.221
H -3.94713 1.77613 1.87725 0.488
H -2.21448 2.04811 2.12130 0.241
H -3.69877 -0.88154 0.32502 0.238
H -3.42959 -0.24102 -1.30699 0.127
H -4.69921 0.44408 -0.27849 0.442
H -0.24522 3.47255 1.34382 0.063
H 1.35480 4.56199 -1.01261 0.322
H 1.97586 3.56680 0.32720 0.302
H 1.42564 5.21872 0.62716 0.448
H -1.16840 5.17051 -1.02841 0.311
H -1.13421 5.69607 0.65909 0.420
H -2.23378 4.40677 0.16522 0.321
H -0.68704 -3.65914 -2.31085 0.466
H -3.53643 -2.57366 -2.06621 0.258
H -3.09211 -4.20184 -2.58396 0.425
H -2.67075 -2.81368 -3.59350 0.319
H -2.34917 -2.84575 0.12405 0.050
H -0.64117 -3.28917 0.18905 0.138
H -1.83507 -4.49004 -0.29529 0.461
C 5.42275 -2.24975 1.61744 -0.464
C 4.99238 -1.11663 0.94475 -0.783
C 3.63595 -0.86072 0.78747 0.003
C 2.72312 -1.76239 1.31270 0.524
C 3.13184 -2.89148 2.01079 -0.265
C 4.49386 -3.13031 2.15089 -0.605
H 6.48178 -2.44031 1.73399 0.368
H 5.71556 -0.41750 0.54269 0.393
H 3.29701 0.04199 0.29177 0.256
H 2.40137 -3.55922 2.44417 0.452
H 4.82683 -4.00818 2.69107 0.370
```

Computed properties:
M ... 726.97 g mol⁻¹
Frontier orbital gap ... 7.57 eV
Energy above the lowest of the compared OMol25 structures with the same formula, charge and spin ... 8.38 kcal per mole
Highest occupied orbital energy ... -7.309 eV
LUMO level ... 0.26 eV
Strongest force on any atom ... 0.97 eV/Å
Charge ... 0

***

[3]
Density functional theory data (ωB97M-V/def2-TZVPD) for a 10-piece molecular cluster, C34H82Cl6O16 overall at a distorted geometry.

```
138
Properties=species:S:1:pos:R:3:mulliken_charge:R:1
Cl 11.08612 9.54815 10.58649 -0.156
C 11.73531 11.15878 10.75722 0.944
Cl 13.47873 11.25933 10.74258 0.007
Cl 11.08681 11.90946 12.19370 -0.134
H 11.47222 11.74856 9.85802 -0.541
Cl 15.74964 17.29111 18.67660 -0.209
C 15.28060 17.10996 16.93916 1.500
Cl 14.18158 15.75380 16.74193 -0.178
Cl 16.69749 16.86466 15.99021 -0.080
H 14.76109 17.98414 16.61835 -1.100
C 14.84411 21.63549 16.10740 -0.861
O 15.07374 20.48296 16.91558 -0.171
C 14.39669 20.58749 18.14673 -0.772
C 12.90963 20.28875 18.09250 -0.439
O 12.85930 18.92339 17.66270 -0.027
C 11.53024 18.55345 17.42299 -0.834
H 15.01760 22.54799 16.69600 0.345
H 13.86930 21.66866 15.66867 0.293
H 15.49200 21.66252 15.27022 0.298
H 14.67001 21.48653 18.68678 0.539
H 14.71929 19.73822 18.76547 0.106
H 12.40833 20.85447 17.31444 0.322
H 12.42998 20.48448 19.01954 0.439
H 10.88474 18.70469 18.29857 0.406
H 11.40389 17.47045 17.25882 0.132
H 11.09157 19.17641 16.65419 0.305
C 17.01374 22.48037 6.79340 -0.695
O 17.39046 21.15556 6.55490 -0.371
C 18.01452 20.49283 7.65897 -0.729
C 17.23532 20.37132 8.92584 -0.207
O 16.04956 19.72899 8.83067 -0.329
C 15.44934 19.60106 10.10269 -0.689
H 16.04024 22.50149 7.28095 0.242
H 16.79265 22.92764 5.84727 0.281
H 17.74204 23.13530 7.33305 0.296
H 19.00262 20.93925 7.82152 0.410
H 18.32166 19.50856 7.31257 0.351
H 17.01529 21.34562 9.38118 0.332
H 17.92550 19.84464 9.58950 0.246
H 16.07260 19.04218 10.80431 0.338
H 14.60222 18.94292 9.99054 0.187
H 15.07848 20.55418 10.51618 0.354
C 18.58725 16.10318 12.73826 -0.846
O 19.30629 14.91887 12.58143 0.057
C 20.69464 15.03767 12.74710 -0.820
C 21.31034 13.69423 12.49827 -0.530
O 21.23203 13.50900 11.08762 -0.299
C 21.55911 12.21218 10.72324 -0.765
H 18.72866 16.68545 11.85401 0.357
H 18.89648 16.67198 13.66715 0.340
H 17.59734 15.67187 12.85428 0.086
H 20.96174 15.52751 13.68719 0.411
H 21.13662 15.61700 11.93134 0.301
H 20.75643 12.93423 13.06503 0.319
H 22.34143 13.73001 12.83314 0.408
H 21.42425 12.14812 9.62150 0.205
H 20.93848 11.50941 11.23740 0.273
H 22.59845 12.00469 10.93192 0.392
C 16.40856 12.87963 16.94824 -0.702
O 15.89755 12.98781 15.60474 0.107
C 14.69210 12.30828 15.44092 -0.795
C 15.05035 10.90901 14.76246 -0.166
O 15.67452 10.11063 15.68316 -0.348
C 15.54825 8.77519 15.31678 -0.779
H 17.34897 13.43296 17.09542 0.238
H 16.40365 11.83398 17.28954 0.190
H 15.69484 13.35721 17.68023 0.203
H 14.04543 12.84001 14.78552 0.311
H 14.15200 12.16364 16.35360 0.495
H 15.80864 11.05128 13.97186 0.045
H 14.10773 10.45807 14.32855 0.412
H 15.88761 8.53851 14.31574 0.232
H 14.53530 8.37619 15.38967 0.335
H 16.18533 8.17015 15.98677 0.271
C 9.47732 18.93857 13.78319 -0.223
O 8.92560 17.64207 14.05540 -0.458
C 9.85105 16.73181 14.57315 0.079
C 10.37054 15.83131 13.45477 -0.200
O 11.00686 16.61961 12.47721 -0.273
C 11.61666 15.80394 11.41073 -0.499
H 10.08115 18.84406 12.86537 0.144
H 10.02241 19.35942 14.64284 -0.049
H 8.66790 19.64539 13.56440 0.320
H 9.38030 16.09721 15.36496 0.409
H 10.61423 17.26450 15.12522 -0.358
H 9.46143 15.38289 13.01921 0.294
H 11.04053 15.03948 13.86858 0.141
H 12.40904 15.11552 11.80604 -0.002
H 12.10930 16.49853 10.70265 0.071
H 10.88934 15.26698 10.83247 0.567
C 14.49708 15.66007 8.26667 0.046
O 13.64195 14.85281 7.53009 -0.530
C 13.68396 13.43870 7.84564 0.523
C 12.50652 12.69822 7.32191 -0.684
O 11.34961 12.80757 8.05512 -0.422
C 10.18557 13.04433 7.21945 -0.946
H 15.56034 15.41155 8.14685 0.147
H 14.30372 15.55434 9.34775 -0.296
H 14.34180 16.67869 8.00492 0.381
H 13.79726 13.30868 8.91260 -0.270
H 14.59637 13.05549 7.43326 0.175
H 12.80360 11.64716 7.27800 0.202
H 12.29246 13.10206 6.35474 0.590
H 9.35936 13.06935 7.87218 0.262
H 10.10809 12.21720 6.53477 0.385
H 10.27993 13.99524 6.72538 0.347
C 18.10088 14.08062 9.11349 -0.194
O 17.23978 12.97511 8.93255 -0.179
C 17.81196 11.76677 8.49560 0.091
C 16.94505 10.61914 8.92867 -0.917
O 16.62846 10.56364 10.28623 -0.101
C 17.73522 10.24908 11.09175 -0.736
H 19.01515 13.72685 9.62466 -0.035
H 17.72700 14.75989 9.86260 -0.062
H 18.30184 14.65363 8.23143 0.377
H 18.79816 11.66138 9.04348 -0.006
H 17.92023 11.79289 7.35952 0.274
H 17.40842 9.71200 8.61242 0.496
H 15.98275 10.62786 8.36355 0.235
H 18.45032 9.68019 10.54604 0.497
H 17.38221 9.64923 11.91476 0.175
H 18.21683 11.17271 11.46967 0.080
C 15.23432 13.97829 11.83392 0.204
O 14.97162 15.37746 11.84086 0.236
C 14.80038 15.85337 13.16249 0.235
C 14.83006 17.34965 13.08168 -0.750
O 14.19105 17.95224 14.26253 0.212
C 13.20870 18.88935 14.03478 -0.120
H 16.08527 13.72686 12.46976 0.350
H 15.48425 13.80097 10.74789 -0.546
H 14.33421 13.41326 12.10805 0.045
H 15.56870 15.46233 13.87149 0.079
H 13.83271 15.57194 13.61652 -0.170
H 14.30294 17.69776 12.17396 -0.114
H 15.87799 17.73219 12.98842 0.186
H 13.66870 19.87141 13.85570 0.289
H 12.66922 18.99790 14.97216 -0.546
H 12.42824 18.61969 13.31976 0.445
```

Computed properties:
SMILES ... ClC(Cl)Cl.ClC(Cl)Cl.COCCOC.COCCOC.COCCOC.COCCOC.COCCOC.COCCOC.COCCOC.COCCOC
M ... 959.73 g mol⁻¹
Frontier orbital gap ... 9.75 eV
Highest occupied orbital energy ... -9.141 eV
LUMO level ... 0.61 eV
Strongest force on any atom ... 3.07 eV/Å
Charge ... 0